Record 1
The following is a quantum chemistry calculation of a cluster of 2 separate species, C3H7O3 in total in a non-equilibrium geometry, from OMol25.

XYZ file:
```
13
Properties=species:S:1:pos:R:3:forces:R:3
C 1.8777 -1.8836 0.4099 0.317 -0.127 -0.119
C 0.6620 -1.3427 -0.3646 -0.440 0.246 0.020
O 0.9180 -0.4700 -1.2327 0.076 0.025 0.023
O -0.4635 -1.7822 -0.0389 0.207 -0.141 0.009
H 2.2978 -2.7778 -0.0602 -0.125 0.033 -0.160
H 1.6428 -2.1524 1.4293 -0.304 -0.088 0.330
H 2.6522 -1.1279 0.4197 0.284 0.181 -0.036
C -1.7927 2.1284 -0.3355 0.258 -0.219 0.836
O -1.6636 1.3528 0.8702 0.404 0.827 -0.490
H -0.7455 1.0565 0.8282 -0.304 -0.591 0.190
H -2.3251 3.0569 -0.1236 -0.401 -0.186 -0.045
H -0.8223 2.4238 -0.6981 0.508 0.067 -0.207
H -2.2379 1.5184 -1.1037 -0.481 -0.028 -0.350
```
Positions in Å, forces in eV/Å.

* E_HOMO: -3.90 eV
* LUMO level: 4.0 eV
* ΔE to the lowest compared entry with this formula, charge and spin: 1.157 eV
* gap between HOMO and LUMO: 7.93 eV
* total charge: -1
* total energy: -9368.00134 eV

List of Löwdin charges in e, atom by atom: C -0.067; C -0.813; O -0.122; O -0.103; H 0.053; H 0.044; H 0.043; C -0.161; O -0.134; H 0.060; H 0.063; H 0.066; H 0.070


Record 2
The following is a quantum chemistry calculation of a structure of composition C35H36BrGeNOs in a non-equilibrium geometry, from OMol25.

XYZ file:
```
75
Properties=species:S:1:pos:R:3:forces:R:3
Os 1.4547 1.0482 0.5928 1.191 1.324 0.216
C 1.9939 5.1152 -0.6843 -0.871 -1.077 -0.913
C 1.2888 4.1391 0.2757 1.633 1.924 -0.627
C 0.3300 3.2420 -0.1428 -1.566 -1.002 -0.293
C -0.3981 2.4964 0.8645 -1.284 -0.210 -1.567
C -0.1192 2.6555 2.2052 1.575 0.822 0.120
C 0.9324 3.5639 2.5582 -1.733 -0.840 0.960
C 1.5866 4.3440 1.6493 -0.493 -0.607 -0.799
H 1.5365 5.0579 -1.6960 0.047 0.294 0.705
H 3.0434 4.8941 -0.8795 0.093 -0.186 0.472
H 1.9373 6.1215 -0.2868 -0.109 0.176 -0.033
H -0.0675 3.1888 -1.2065 0.839 0.057 1.377
H -1.3128 1.9357 0.5657 0.859 0.513 0.131
H -0.6833 2.1618 2.9851 -0.014 -0.030 -0.070
H 0.9773 3.6652 3.6217 0.768 0.460 0.493
H 2.2535 5.1552 1.9079 0.103 -0.172 0.230
C 1.8999 -2.2523 2.6948 -2.021 0.457 1.555
C 1.8886 -2.1585 1.2036 1.245 -1.285 -0.712
C 3.3512 -2.2601 0.7581 0.114 -0.309 -0.450
C 1.1746 -3.3966 0.6587 -0.073 -0.087 -0.070
C 1.2603 -0.9569 0.6820 -1.638 0.477 -0.609
C 0.2574 -0.4435 0.0067 0.875 -0.245 0.566
H 2.2241 -3.2518 2.9594 -0.260 -0.215 0.194
H 0.8616 -2.0233 3.1278 1.371 -0.609 -0.415
H 2.5930 -1.5968 3.1857 0.337 0.316 0.002
H 3.7671 -3.1853 1.1395 -0.088 -0.367 -0.038
H 3.9776 -1.5135 1.1922 0.348 0.915 0.217
H 3.4789 -2.2633 -0.3232 -0.059 0.057 -0.064
H 1.6430 -4.2892 1.0734 -0.047 0.027 0.045
H 1.2734 -3.4715 -0.4228 -0.214 0.099 -0.075
H 0.1339 -3.3828 0.9697 -0.261 -0.127 -0.148
C -0.3298 -1.8569 -2.4873 1.023 -0.984 -0.280
Ge -1.1401 -0.5493 -1.3426 0.375 -0.465 -0.401
C -1.8036 1.0448 -2.1770 -1.154 0.579 0.318
C -2.9015 1.7239 -1.5995 -0.016 0.557 -0.894
C -3.5675 2.7273 -2.3044 0.293 0.129 -0.225
C -3.1706 3.0711 -3.5923 -0.066 -1.469 -0.834
C -2.2047 2.2846 -4.2590 0.121 0.864 1.565
C -1.4849 1.3398 -3.5066 -0.001 0.177 -0.366
C -2.4617 -1.6437 -0.4299 0.883 1.527 3.410
C -2.4742 -1.7244 1.0132 -0.263 -0.405 -1.659
C -3.2924 -2.6131 1.7002 0.970 1.062 -1.012
C -4.0977 -3.4835 1.0090 -0.586 -0.860 -0.876
C -4.0908 -3.4290 -0.4488 -0.463 -0.666 1.997
C -4.8189 -4.3136 -1.2444 -0.559 -0.650 0.367
C -4.8429 -4.1969 -2.6256 -0.479 -0.018 -2.217
C -4.2605 -3.1232 -3.3035 0.680 0.004 1.320
C -3.4929 -2.2468 -2.5179 -0.513 -0.705 -0.076
C -3.3081 -2.4433 -1.0839 -1.824 -0.849 -2.929
H -0.5607 -1.8394 -3.5335 -0.405 0.265 -0.594
H -0.6329 -2.8279 -2.1171 -0.513 -0.264 0.101
H 0.7526 -1.9961 -2.4481 0.136 0.754 0.133
H -3.3260 1.5144 -0.6423 0.094 -0.507 0.689
H -4.4417 3.2378 -1.9135 0.210 -0.121 0.332
H -3.7618 3.7797 -4.1608 0.226 0.174 0.102
H -1.9702 2.5305 -5.2819 0.177 -0.268 -0.140
H -0.6525 0.8120 -3.9475 0.003 -0.109 -0.344
H -1.8134 -1.0744 1.5432 0.285 0.268 0.484
H -3.2062 -2.5655 2.7454 -0.354 -0.348 1.295
H -4.7152 -4.1903 1.6087 0.393 0.431 -0.951
H -5.4310 -5.1490 -0.8909 0.404 0.420 0.603
H -5.4008 -4.9376 -3.2399 0.421 0.522 0.712
H -4.3470 -3.0284 -4.3772 -0.055 0.169 0.070
H -3.0631 -1.3577 -2.9610 0.116 -0.060 -0.163
Br 4.0574 2.0224 -0.6518 0.190 -0.031 0.423
C 4.3890 1.6914 1.2063 0.306 -0.136 -0.006
C 5.6364 1.8444 1.8203 -0.632 -0.027 0.087
C 5.7322 1.4574 3.1496 0.071 -0.757 0.483
C 4.6418 0.8656 3.7977 -0.338 -0.016 0.068
C 3.4486 0.7475 3.1030 0.945 0.482 -0.670
N 3.3119 1.1777 1.8159 0.430 -0.025 0.661
H 6.5364 2.2161 1.3555 -0.243 0.118 -0.509
H 6.7002 1.4813 3.6619 -0.385 0.247 -0.232
H 4.7027 0.4605 4.8207 0.066 0.354 -0.645
H 2.6179 0.2209 3.5019 -0.638 0.087 0.404
```
Positions in Å, forces in eV/Å.

* E_HOMO (spin up / spin down): -16.59 / -16.59 eV
* LUMO level (spin up / spin down): -8.3 / -11.1 eV
* 2S+1: 6
* ΔE to the lowest compared entry with this formula, charge and spin: 0.000 eV
* expectation value of S²: 8.8059
* gap between HOMO and LUMO (spin up / spin down): 8.28 / 5.51 eV
* total charge: +3
* total energy: -167364.07810 eV

List of Löwdin charges in e, atom by atom: Os 1.500; C -0.020; C -0.277; C -0.107; C -0.240; C -0.082; C -0.044; C -0.002; H 0.103; H 0.061; H 0.098; H 0.149; H 0.101; H 0.128; H 0.122; H 0.143; C -0.037; C -0.633; C -0.020; C -0.018; C -0.266; C -0.307; H 0.107; H 0.130; H 0.047; H 0.108; H 0.065; H 0.103; H 0.107; H 0.090; H 0.087; C -0.173; Ge 0.905; C -0.328; C -0.122; C -0.057; C -0.037; C -0.028; C -0.106; C -0.177; C -0.010; C -0.025; C 0.091; C -0.122; C 0.065; C 0.012; C 0.024; C 0.072; C -0.202; H 0.039; H 0.038; H 0.043; H 0.095; H 0.121; H 0.121; H 0.115; H 0.100; H 0.090; H 0.112; H 0.158; H 0.152; H 0.152; H 0.133; H 0.104; Br 0.880; C -0.668; C -0.034; C 0.007; C 0.006; C -0.108; N -0.148; H 0.132; H 0.145; H 0.144; H 0.091


Record 3
The following is a quantum chemistry calculation of the ion C6H11N with charge -1 in a non-equilibrium geometry, from OMol25.

XYZ file:
```
18
Properties=species:S:1:pos:R:3:forces:R:3
C 1.1562 1.2200 0.0158 -0.670 -0.924 0.564
C 0.7068 -0.2788 -0.1351 1.242 0.693 -2.175
C -0.6711 -0.5126 -0.7338 -0.889 -1.029 1.381
C -0.9047 -0.6349 -2.1044 0.117 -0.219 -2.267
C -1.7480 -0.7491 1.5138 0.244 -1.200 -0.513
C -1.7223 -0.9819 0.1218 1.099 2.435 1.116
N 1.7849 1.4080 1.3467 -0.021 0.931 -0.376
H 0.2090 1.7358 -0.1576 0.090 0.582 0.900
H 1.8176 1.6551 -0.7544 -0.031 -0.859 -0.210
H 1.4315 -0.6749 -0.8674 -0.225 -0.113 -0.139
H 0.9172 -0.9389 0.7042 -0.408 0.576 0.749
H -0.6937 0.0576 -2.9362 0.746 0.021 0.662
H -1.1540 -1.6141 -2.5269 -0.848 0.139 0.218
H -2.3255 -1.4481 2.1252 -0.362 0.582 0.089
H -0.9253 -0.2360 2.0106 0.073 -0.327 -0.039
H -2.7102 -1.0212 -0.3336 0.090 -1.102 -0.308
H 2.5334 0.7298 1.4366 -0.150 -0.313 -0.050
H 2.2984 2.2842 1.2747 -0.097 0.127 0.398
```
Positions in Å, forces in eV/Å.

* E_HOMO (spin up / spin down): -0.74 / -1.62 eV
* LUMO level (spin up / spin down): 4.0 / 3.9 eV
* 2S+1: 2
* ΔE to the lowest compared entry with this formula, charge and spin: 1.816 eV
* expectation value of S²: 0.7774
* gap between HOMO and LUMO (spin up / spin down): 4.73 / 5.55 eV
* total charge: -1
* total energy: -7886.64935 eV

List of Löwdin charges in e, atom by atom: C -0.280; C -0.209; C -0.441; C -0.119; C -0.119; C -0.245; N -0.040; H 0.096; H 0.089; H 0.080; H 0.089; H -0.013; H -0.008; H -0.022; H -0.007; H 0.066; H 0.044; H 0.038


Record 4
The following is a quantum chemistry calculation of an isolated molecule of C5H5NO in a non-equilibrium geometry, from OMol25.

XYZ file:
```
12
Properties=species:S:1:pos:R:3:forces:R:3
C 2.3856 0.4334 -0.0741 -0.859 2.423 -2.471
N 1.9023 -0.8516 0.0147 -8.269 -3.040 0.436
C 0.2365 -0.9771 0.0046 0.374 0.046 -0.247
C -1.0964 -1.1975 -0.0442 6.505 1.974 0.652
C -2.4409 -1.1991 -0.0131 0.691 -0.358 -0.371
C -3.2699 0.0709 0.0081 -0.028 -3.005 -0.704
O -2.7720 1.1258 -0.0502 1.833 3.273 0.239
H 1.9172 1.3608 0.3426 -0.031 -1.092 -0.216
H 3.3647 0.3179 0.2248 2.362 0.229 1.145
H 2.5411 0.5656 -1.2025 -0.387 0.365 1.020
H -2.7666 -2.2113 -0.2094 -1.170 0.098 0.246
H -4.3406 0.0472 -0.0832 -1.022 -0.915 0.273
```
Positions in Å, forces in eV/Å.

* E_HOMO (spin up / spin down): -8.94 / -9.68 eV
* LUMO level (spin up / spin down): -1.2 / -1.5 eV
* ΔE to the lowest compared entry with this formula, charge and spin: 7.198 eV
* SMILES: CN=C=C=CC=O
* gap between HOMO and LUMO (spin up / spin down): 7.76 / 8.22 eV
* total charge: 0
* total energy: -8796.22085 eV

List of Löwdin charges in e, atom by atom: C -0.245; N 0.010; C 0.118; C -0.074; C -0.063; C -0.293; O 0.081; H 0.106; H 0.042; H 0.121; H 0.092; H 0.105


Record 5
The following is a quantum chemistry calculation of an isolated molecule of C3H6F2O in a non-equilibrium geometry, from OMol25.

XYZ file:
```
12
Properties=species:S:1:pos:R:3:forces:R:3
C 1.4736 -0.1053 -0.0059 -2.738 -2.924 -2.991
C -0.1893 -0.4876 0.1600 4.692 2.022 -2.631
O -0.3543 -0.8998 1.4091 -0.051 0.508 1.061
F -0.6238 -1.5073 -0.6801 0.415 -0.278 -0.210
C -0.8519 0.7649 -0.4675 -0.424 -0.313 0.413
F -2.1333 0.8051 0.0163 -1.238 0.327 0.471
H 2.0346 -1.1253 -0.1336 -0.872 2.185 -0.106
H 1.5091 0.6349 -0.8883 0.509 -1.509 1.203
H 1.7664 0.3586 0.8732 0.474 0.901 1.668
H -1.2730 -0.7797 1.5949 -1.303 -0.104 0.699
H -0.9439 0.5674 -1.5356 0.347 -0.040 -0.043
H -0.4143 1.7741 -0.3424 0.188 -0.774 0.465
```
Positions in Å, forces in eV/Å.

* E_HOMO: -10.89 eV
* LUMO level: 0.9 eV
* ΔE to the lowest compared entry with this formula, charge and spin: 0.731 eV
* SMILES: C[C@](O)(F)CF
* gap between HOMO and LUMO: 11.75 eV
* total charge: 0
* total energy: -10689.79643 eV

List of Löwdin charges in e, atom by atom: C 0.028; C -0.566; O 0.100; F 0.022; C -0.140; F -0.036; H 0.111; H 0.088; H 0.029; H 0.103; H 0.128; H 0.134